{"formula": "C2H7O2", "method": "the ωB97M-V functional and the def2-TZVPD basis", "total_charge": -1, "e_lumo_ev": 4.8, "multiplicity": 1, "largest_force_ev_per_a": 0.80, "orbital_gap_ev": 7.647, "homo_ha": -0.106, "de_lowest_ev": 0.187, "elements": ["O", "O", "C", "C", "H", "H", "H", "H", "H", "H", "H"], "positions_angstrom": [[-1.183034, -1.276885, -1.782254], [0.314953, -0.696973, 0.191784], [0.576755, 1.337599, 1.494025], [0.510536, 0.639217, 0.092410], [-0.141032, 2.159222, 1.624620], [-1.983142, -1.610612, -1.368029], [1.444485, 0.912017, -0.461377], [0.414844, 0.526696, 2.213056], [-0.557631, -1.092506, -0.985123], [1.535497, 1.790845, 1.665388], [-0.264118, 1.177703, -0.513207]], "atomic_forces_ev_per_a": [[-0.3, -0.2, -0.3], [-0.1, -0.1, -0.2], [-0.4, -0.3, -0.4], [0.0, 0.6, -0.1], [-0.2, -0.3, 0.0], [0.0, 0.0, 0.0], [0.1, -0.1, 0.2], [-0.1, 0.3, 0.1], [0.3, 0.2, 0.3], [0.8, 0.1, 0.2], [-0.1, -0.2, 0.2]]}